No. 1
{"formula": "C2H8N2O4", "method": "ωB97M-V with the def2-TZVPD basis set", "fmax_ev_per_a": 3.20, "de_lowest_kcal_mol": 20.7, "gap_ev": 11.30, "elements": ["O", "C", "N", "C", "N", "O", "H", "H", "H", "H", "H", "H", "O", "H", "H", "O"], "xyz": [[-0.7473, -2.7212, -0.8993], [0.1543, -2.4879, -0.0941], [0.3240, -1.2138, 0.3801], [-0.2629, -0.0391, -0.1760], [-1.1281, -0.0639, -1.2282], [0.1247, 1.0963, 0.2071], [0.7949, -3.3338, 0.1874], [1.0998, -1.0497, 1.1999], [-1.4807, -0.9489, -1.4513], [-1.2431, 0.7929, -1.7049], [-1.7466, 3.5690, -0.3503], [-0.8682, 2.2747, -0.5968], [-1.3735, 3.0102, -0.9927], [2.3197, 0.3420, 2.6061], [1.7200, 0.7060, 1.2262], [2.3130, 0.0674, 1.6868]], "forces_ev_per_a": [[0.8, -0.2, 0.6], [-2.2, 0.3, -1.8], [1.7, 0.4, 2.1], [0.7, 1.5, -0.7], [1.7, -1.0, 2.5], [0.2, -1.8, 0.4], [0.4, 0.7, 0.6], [-2.0, 0.1, -2.5], [-0.7, -1.2, -1.0], [-0.6, 0.6, -0.6], [-0.5, 0.7, 1.4], [0.0, 0.8, 0.7], [0.5, -1.1, -2.0], [0.1, 0.1, 0.2], [0.2, 0.0, 0.2], [-0.3, 0.2, -0.1]]}

***

No. 2
{"formula": "C2H8N2P", "method": "ωB97M-V with the def2-TZVPD basis set", "total_charge": 1, "fmax_ev_per_a": 3.62, "de_lowest_kcal_mol": 22.2, "gap_ev": 11.13, "elements": ["C", "C", "N", "N", "P", "H", "H", "H", "H", "H", "H", "H", "H"], "xyz": [[-0.2911, -1.1083, -0.2489], [-0.0570, 1.3356, 0.0412], [0.9583, -1.1687, 0.2742], [-0.9489, 0.2623, 0.3884], [1.8238, 0.3717, 0.0253], [-0.4045, -0.8222, -1.3202], [-0.7559, -2.0411, -0.0085], [-0.2583, 1.6307, -1.0370], [-0.1632, 2.2428, 0.6592], [1.1099, -1.8912, 1.0736], [-1.9313, 0.4634, 0.1460], [-0.7734, 0.2834, 1.3932], [1.6918, 0.4416, -1.3865]], "forces_ev_per_a": [[-1.0, 0.6, -0.7], [2.1, 1.0, -2.8], [2.2, 0.0, 1.1], [-0.3, -0.6, 1.0], [-1.9, 0.1, 0.6], [0.4, -0.5, 0.6], [-1.4, 0.0, 0.1], [0.4, -0.2, 1.3], [0.1, -0.8, 0.0], [0.0, 2.2, -2.0], [0.4, -0.3, 0.3], [-1.1, -1.0, 0.3], [0.2, -0.5, 0.1]]}

***

No. 3
{"formula": "C2H8N2S", "method": "ωB97M-V with the def2-TZVPD basis set", "fmax_ev_per_a": 5.28, "de_lowest_kcal_mol": 35.3, "gap_ev": 9.49, "elements": ["C", "C", "N", "N", "S", "H", "H", "H", "H", "H", "H", "H", "H"], "xyz": [[1.6120, -0.2195, -0.1161], [0.7136, 0.9255, 0.4321], [-1.9773, -1.2078, 0.0385], [-0.6435, 1.0929, -0.5617], [-2.0221, 0.6129, 0.1583], [2.3765, -0.0113, -0.9666], [2.4129, -0.5777, 0.6371], [1.0007, -1.1224, -0.2898], [0.5039, 0.7420, 1.4618], [1.1775, 1.9399, 0.1498], [-1.9400, -1.5207, 1.0089], [-2.7606, -1.3601, -0.5158], [-0.4535, 0.7062, -1.4364]], "forces_ev_per_a": [[2.2, -0.7, 0.5], [0.3, 1.4, -5.1], [2.1, 3.0, 1.5], [2.6, 0.4, 4.4], [-0.6, -1.7, -0.4], [-2.1, 0.0, 0.8], [-1.5, 0.7, -0.5], [0.3, 0.4, -0.3], [-0.8, 0.3, 0.4], [-0.4, -1.5, 1.3], [-0.7, -0.5, -0.7], [-1.8, -1.2, -0.5], [0.3, -0.7, -1.7]]}

***

No. 4
{"formula": "C2H8N2S2", "method": "ωB97M-V with the def2-TZVPD basis set", "total_charge": -1, "fmax_ev_per_a": 4.47, "de_lowest_kcal_mol": 33.3, "spin_multiplicity": 2, "gap_ev": [3.09, 7.74], "elements": ["C", "S", "S", "H", "H", "H", "H", "N", "C", "N", "H", "H", "H", "H"], "xyz": [[-0.9970, -1.5804, -1.3735], [-2.1886, -0.4355, -0.6198], [-1.8749, 1.2517, -1.8292], [0.0487, -1.2238, -1.1060], [-1.0750, -2.6164, -0.9959], [-1.1280, -1.4853, -2.4966], [-0.6415, 1.4983, -1.3855], [0.5058, -0.0748, 1.8874], [1.1150, 0.8499, 1.0612], [2.3471, 1.1179, 1.1051], [1.2178, -0.6756, 2.2695], [-0.1465, 0.3427, 2.6249], [0.2211, 1.5046, 0.6732], [2.5960, 1.5267, 0.1854]], "forces_ev_per_a": [[1.1, 0.6, -0.7], [-0.6, -2.3, 1.7], [0.4, 1.9, -1.6], [-1.1, -0.4, -0.4], [-0.3, 0.5, -0.3], [0.3, -0.5, 1.3], [0.1, 0.2, 0.0], [-0.4, 0.4, 1.5], [-3.7, 2.1, 1.4], [1.0, -1.1, -2.1], [0.1, -0.2, 0.6], [1.1, -1.0, -1.8], [2.0, -1.0, -0.6], [0.0, 0.6, 1.0]]}

***

No. 5
{"formula": "C2H8N2S2", "method": "ωB97M-V with the def2-TZVPD basis set", "fmax_ev_per_a": 0.59, "de_lowest_kcal_mol": 0.0, "gap_ev": 9.77, "elements": ["N", "C", "N", "H", "H", "H", "H", "C", "S", "S", "H", "H", "H", "H"], "xyz": [[-0.2357, -1.7589, 0.9762], [-1.4831, -1.3259, 1.3066], [-2.0320, -0.3196, 0.7573], [0.2321, -2.4021, 1.5925], [0.3032, -1.2099, 0.3266], [-1.9563, -1.9440, 2.0720], [-2.9727, -0.2026, 1.1158], [0.2089, 1.4904, -1.3115], [1.4191, 0.1611, -1.5367], [2.9402, 0.7619, -0.2985], [0.0207, 1.6234, -0.2524], [-0.6793, 1.1993, -1.8627], [0.6056, 2.4268, -1.7020], [3.6296, 1.5001, -1.1832]], "forces_ev_per_a": [[-0.2, -0.1, 0.3], [0.2, -0.1, 0.1], [0.0, 0.0, -0.1], [0.0, 0.1, -0.2], [0.2, 0.0, -0.1], [-0.1, 0.0, 0.0], [0.0, 0.1, 0.0], [0.5, 0.3, 0.0], [0.0, 0.0, 0.0], [0.0, 0.0, 0.0], [-0.4, -0.2, 0.0], [-0.2, 0.0, 0.1], [0.0, -0.1, -0.2], [0.0, 0.0, 0.0]]}

***

No. 6
{"formula": "C2H8N3", "method": "ωB97M-V with the def2-TZVPD basis set", "total_charge": 1, "fmax_ev_per_a": 4.60, "de_lowest_kcal_mol": 129.7, "gap_ev": 11.06, "elements": ["C", "C", "N", "N", "N", "H", "H", "H", "H", "H", "H", "H", "H"], "xyz": [[-0.3513, -0.9559, -0.4806], [-1.5665, 0.8323, 0.5277], [-0.4683, 0.4307, -0.1943], [0.5253, -0.3864, 0.4669], [1.8738, -0.0790, -0.0116], [-1.1545, -1.6575, -0.2779], [-0.0399, -1.1900, -1.4676], [-1.4280, 1.9302, 0.8702], [-2.4392, 0.9008, -0.3504], [-1.8082, 0.1038, 1.3187], [2.4832, -0.8100, -0.0934], [2.2871, 0.5982, 0.6003], [2.0866, 0.2827, -0.9081]], "forces_ev_per_a": [[-1.1, -0.3, -2.0], [-3.7, 2.7, -0.1], [2.9, -0.7, -2.6], [0.3, -0.2, 1.8], [-1.2, 2.0, 0.3], [0.2, 0.0, 1.3], [0.9, 0.0, -0.9], [-0.3, -2.0, -0.2], [2.0, -0.3, 2.6], [-0.4, 0.6, -0.1], [1.7, -3.7, 1.0], [0.1, 0.5, 1.0], [-1.3, 1.4, -2.2]]}

***

No. 7
{"formula": "C2H8N3", "method": "ωB97M-V with the def2-TZVPD basis set", "total_charge": 1, "fmax_ev_per_a": 3.10, "de_lowest_kcal_mol": 65.7, "gap_ev": 9.76, "elements": ["C", "N", "H", "H", "H", "H", "N", "C", "N", "H", "H", "H", "H"], "xyz": [[2.5222, 0.8997, -0.0566], [1.6030, 0.2629, 0.5456], [3.4598, 1.1738, 0.4446], [2.7404, 0.7394, -1.1183], [1.8492, -0.2813, 1.3709], [-0.8712, -1.3928, 1.3660], [-1.8896, 0.1135, -1.1303], [-1.9833, -0.4970, 0.0388], [-0.9543, -0.5273, 0.8468], [-0.9768, 0.4125, -1.4499], [-2.4252, -0.1426, -1.9490], [-2.9862, -0.8357, 0.2793], [-0.0880, 0.0749, 0.8122]], "forces_ev_per_a": [[2.2, -2.0, 0.9], [-0.2, -0.8, -1.5], [-0.2, 0.0, 0.3], [-1.5, 1.5, -0.5], [0.3, 1.6, 1.0], [-0.3, 0.5, 0.8], [0.6, 0.1, -0.7], [0.5, 1.1, -1.3], [-0.6, -0.5, 0.9], [0.2, 0.1, 0.4], [-0.9, 0.2, 0.6], [0.3, -0.9, 0.2], [-0.4, -0.9, -1.1]]}

***

No. 8
{"formula": "C2H8N3", "method": "ωB97M-V with the def2-TZVPD basis set", "total_charge": 1, "fmax_ev_per_a": 2.34, "de_lowest_kcal_mol": 9.5, "gap_ev": 11.78, "elements": ["C", "N", "C", "N", "N", "H", "H", "H", "H", "H", "H", "H", "H"], "xyz": [[-1.8802, 0.1324, 0.5982], [-0.4782, -0.1906, 0.7546], [0.5054, 0.0152, -0.1021], [1.7023, -0.5830, 0.0914], [0.2371, 0.5351, -1.3265], [-2.4493, -0.6083, 0.0109], [-2.3905, -0.0089, 1.5485], [-2.0377, 1.0702, 0.0792], [-0.1943, -0.7712, 1.5286], [1.9315, -0.7535, 1.0529], [2.4225, -0.4336, -0.5849], [0.9674, 0.4884, -1.9990], [-0.4319, 1.2878, -1.3574]], "forces_ev_per_a": [[-1.1, -1.1, -0.5], [0.9, 0.1, 0.5], [-0.4, -1.3, -1.9], [-1.2, 0.7, 0.4], [-0.1, 0.0, 1.6], [0.8, -0.1, -0.3], [0.3, 1.0, 0.2], [0.0, 0.4, 0.6], [-0.4, 0.1, 0.3], [0.6, -0.3, 0.0], [0.5, 0.1, 0.1], [0.3, 0.4, -0.5], [0.0, -0.1, -0.5]]}

***

No. 9
{"formula": "C2H8N3", "method": "ωB97M-V with the def2-TZVPD basis set", "total_charge": 1, "fmax_ev_per_a": 5.99, "de_lowest_kcal_mol": 14.7, "spin_multiplicity": 3, "gap_ev": [6.82, 8.98], "elements": ["C", "C", "N", "N", "N", "H", "H", "H", "H", "H", "H", "H", "H"], "xyz": [[0.4050, -2.4797, -0.3925], [-0.5800, 1.0265, -0.3738], [-0.6959, -0.3185, -0.3152], [-0.1172, 1.5580, 1.1135], [0.2190, -1.2029, -0.8010], [-0.2480, -2.8826, 0.4451], [1.2814, -3.0136, -0.8201], [-1.4995, 1.6659, -0.6489], [0.4156, 1.3518, -0.9992], [0.8680, 1.5096, 1.3864], [-0.6320, 1.0117, 1.7878], [-0.2205, 2.5909, 1.1412], [0.8040, -0.8171, -1.5232]], "forces_ev_per_a": [[-0.4, -4.0, 2.3], [3.9, 2.3, -2.0], [-1.2, -3.4, 1.4], [0.3, 1.2, -0.8], [-0.7, 5.7, -1.6], [1.1, 0.6, -1.5], [-0.9, 0.6, 0.6], [1.4, -1.4, 0.6], [-2.5, -0.2, 1.0], [0.2, -0.9, -0.6], [-0.6, 0.2, 0.6], [-0.9, -0.7, 0.4], [0.4, -0.1, -0.3]]}

***

No. 10
{"formula": "C2H8N3O2", "method": "ωB97M-V with the def2-TZVPD basis set", "total_charge": 1, "fmax_ev_per_a": 3.15, "de_lowest_kcal_mol": 226.2, "gap_ev": 8.79, "elements": ["C", "C", "N", "N", "N", "O", "O", "H", "H", "H", "H", "H", "H", "H", "H"], "xyz": [[1.9910, -0.9907, 0.3208], [-2.0925, -0.6143, -0.4981], [-0.7841, 1.9016, 0.5771], [1.2028, 1.1350, -0.1098], [-0.1087, 1.0639, 0.0180], [1.8097, 0.0535, -0.6364], [-0.6886, -0.6095, -0.3820], [0.9719, -1.2590, 0.5250], [2.3830, -0.5164, 1.1931], [2.6230, -1.8044, -0.1968], [-2.5277, -1.1352, 0.3915], [-2.2595, -1.2765, -1.3557], [-2.4198, 0.3729, -0.8753], [-1.6702, 1.6213, 0.9278], [1.5698, 2.0578, 0.1008]], "forces_ev_per_a": [[0.1, -0.9, -0.4], [0.4, -0.6, 0.1], [2.0, 0.0, -1.2], [-1.6, -1.3, -0.1], [-1.5, -2.2, 1.2], [0.8, 1.8, -1.8], [1.1, 2.9, 0.2], [0.1, -1.2, 0.4], [0.9, -0.3, 0.7], [-1.0, 1.5, 1.1], [-0.1, 1.3, -0.5], [0.0, 0.0, -0.1], [-0.5, -0.4, 0.7], [-1.4, -0.5, 0.0], [0.8, -0.1, -0.2]]}

***

No. 11
{"formula": "C2H8N3O2", "method": "ωB97M-V with the def2-TZVPD basis set", "total_charge": 1, "fmax_ev_per_a": 3.04, "de_lowest_kcal_mol": 133.4, "gap_ev": 9.00, "elements": ["C", "C", "N", "N", "N", "O", "O", "H", "H", "H", "H", "H", "H", "H", "H"], "xyz": [[-0.4915, 1.1140, 0.1860], [-1.6651, 0.3640, -0.0531], [-2.6351, -0.6315, 0.6735], [0.7647, 1.1877, 0.2090], [2.7639, -0.4668, -0.2342], [-3.9817, -0.1089, 0.3745], [-2.2213, 0.6209, -1.2680], [-2.5347, -0.6084, 1.7393], [1.6494, 0.1834, -0.0233], [-4.6995, -0.8589, 0.3479], [1.2360, 2.1142, 0.4620], [2.7797, -0.7648, -1.2188], [2.7611, -1.2400, 0.4120], [3.4822, 0.3057, -0.0293], [-3.1528, 0.3620, -1.1720]], "forces_ev_per_a": [[-2.3, -1.8, 0.8], [-0.8, 0.0, -0.9], [1.3, 2.1, 0.8], [0.5, 0.4, 0.1], [-0.4, 2.2, -0.2], [-0.6, -1.3, 0.4], [1.1, -0.2, 1.1], [-0.1, 0.3, -1.9], [0.4, 0.5, -0.2], [2.6, 1.4, 0.1], [-1.3, -1.3, -0.3], [0.3, 0.1, 0.7], [0.6, -0.2, 0.1], [-1.1, -2.1, -0.4], [-0.4, 0.0, -0.2]]}

***

No. 12
{"formula": "C2H8N3O2", "method": "ωB97M-V with the def2-TZVPD basis set", "total_charge": 1, "fmax_ev_per_a": 4.83, "de_lowest_kcal_mol": 171.2, "gap_ev": 9.64, "elements": ["C", "C", "N", "N", "N", "O", "O", "H", "H", "H", "H", "H", "H", "H", "H"], "xyz": [[0.9377, 0.0980, -0.7095], [-0.0709, -2.2005, -0.8550], [-1.0581, 1.7403, 2.1611], [-0.1247, 1.9297, 0.1246], [-0.6218, 1.2026, 1.1514], [0.2264, 1.2536, -1.0132], [0.3395, -0.9701, -0.0717], [-0.5515, 0.1564, 1.0523], [1.7547, 0.1909, 0.0495], [1.3879, -0.1072, -1.7773], [0.4055, -2.3094, -1.8442], [-1.0598, -2.0827, -1.0481], [0.1910, -3.0042, -0.1135], [-1.5496, 1.1235, 2.8605], [-0.2063, 2.9788, 0.0331]], "forces_ev_per_a": [[4.2, -1.6, -1.7], [2.9, 0.3, 1.7], [-0.9, 0.8, 0.7], [0.0, 0.4, 1.1], [-0.5, 0.5, -0.2], [-1.2, 0.1, 0.6], [-1.6, -1.3, -1.3], [0.2, 0.2, -0.8], [-0.1, 1.5, -1.0], [-0.9, -0.2, 2.2], [0.5, 0.3, 0.8], [-3.1, -0.1, -0.2], [-0.5, 0.6, -1.2], [1.2, 0.1, -1.1], [-0.2, -1.7, 0.6]]}